C34H52N18O2 | ωB97M-V/def2-TZVPD

Properties
Energy above the lowest of the compared OMol25 structures with the same formula, charge and spin in kcal/mol: 26.01
Strongest force on any atom in eV/A: 0.76

Structure (ORCA input):
```
! wB97M-V def2-TZVPD RIJCOSX def2/J DEFGRID3
* xyz 0 1
C -1.604 6.325 0.403
C -0.438 5.764 0.725
N 0.158 5.931 1.977
N 0.876 4.871 2.535
C 0.349 3.628 2.734
N 1.066 2.619 3.093
H 2.038 2.870 3.241
N -1.005 3.497 2.637
H -1.360 2.551 2.645
H -1.498 4.142 2.042
H 1.904 4.929 2.463
H -0.443 6.397 2.652
C 0.352 4.984 -0.259
C -0.098 3.754 -0.704
C 0.629 3.028 -1.650
C 1.810 3.565 -2.150
C 2.272 4.793 -1.694
C 1.548 5.502 -0.746
H 1.880 6.470 -0.401
C 3.570 5.278 -2.223
C 3.726 5.681 -3.479
H 2.901 5.675 -4.166
H 4.682 5.999 -3.860
N 4.665 5.129 -1.350
H 5.534 5.468 -1.750
N 4.542 5.517 -0.012
C 3.958 4.675 0.917
N 3.622 5.052 2.093
H 3.810 6.031 2.278
N 3.763 3.396 0.521
H 3.556 2.716 1.228
H 4.192 3.100 -0.339
H 4.389 6.508 0.165
H 2.372 3.022 -2.891
N 0.146 1.776 -2.012
C 0.594 0.956 -3.000
O 1.472 1.229 -3.793
C -0.123 -0.386 -2.981
C -0.013 -1.109 -4.319
C -0.523 -2.548 -4.263
C 0.439 -3.498 -3.551
C -0.017 -4.952 -3.665
C 1.062 -5.953 -3.251
C 1.316 -6.024 -1.745
C 0.119 -6.606 -0.967
C -0.702 -5.542 -0.270
O -1.774 -5.137 -0.680
N -0.126 -5.082 0.870
C -0.728 -4.149 1.742
C 0.005 -3.085 2.248
C -0.614 -2.149 3.066
C -1.966 -2.282 3.362
C -2.705 -3.334 2.842
C -2.073 -4.286 2.052
H -2.629 -5.126 1.666
C -4.172 -3.358 3.005
C -4.776 -3.210 4.185
H -4.205 -3.150 5.092
H -5.848 -3.199 4.275
N -4.886 -3.550 1.820
N -4.314 -3.235 0.584
C -3.523 -2.097 0.435
N -3.658 -1.006 1.088
H -4.433 -1.018 1.744
N -2.612 -2.200 -0.567
H -2.286 -3.125 -0.808
H -1.957 -1.438 -0.647
H -3.961 -4.047 0.088
H -5.868 -3.306 1.883
H -2.450 -1.541 3.980
C 0.117 -0.963 3.548
C 1.307 -1.044 4.145
H 1.762 -1.994 4.355
H 1.817 -0.163 4.491
N -0.578 0.241 3.426
N -1.311 0.486 2.246
C -0.691 0.597 1.016
N -1.350 0.605 -0.084
H -2.343 0.437 0.049
N 0.667 0.736 1.032
H 1.025 1.246 1.846
H 1.059 1.031 0.152
H -2.217 0.016 2.184
H 0.005 1.055 3.651
H 1.045 -2.960 1.983
H 0.838 -5.321 1.049
H 0.471 -7.310 -0.210
H -0.537 -7.143 -1.653
H 2.188 -6.660 -1.579
H 1.562 -5.028 -1.370
H 1.998 -5.689 -3.749
H 0.778 -6.949 -3.599
H -0.279 -5.150 -4.708
H -0.916 -5.101 -3.067
H 0.521 -3.219 -2.499
H 1.430 -3.396 -4.002
H -1.496 -2.574 -3.768
H -0.663 -2.906 -5.287
H 1.029 -1.096 -4.643
H -0.589 -0.551 -5.060
H -1.169 -0.241 -2.710
H 0.345 -0.980 -2.192
H -0.576 1.375 -1.369
H -1.020 3.339 -0.323
H -1.986 6.269 -0.598
H -2.173 6.899 1.115
*
```

C34H53BIN2O6 | ωB97M-V/def2-TZVPD

Properties
Strongest force on any atom in eV/A: 10.12

Structure (ORCA input):
```
! wB97M-V def2-TZVPD RIJCOSX def2/J DEFGRID3
* xyz -1 1
C 4.839 -6.182 2.000
C 3.444 -5.923 1.857
C 1.892 -5.458 1.607
O 1.387 -5.277 0.229
B 1.582 -3.841 -0.152
C 3.003 -3.912 -0.975
C 3.903 -2.542 -0.934
C 4.494 -2.140 0.542
C 0.333 -3.089 -0.973
O 0.710 -1.670 -1.069
C -0.300 -0.867 -1.776
C -1.815 -1.343 -2.189
C -2.877 -0.303 -2.953
C -4.431 -0.718 -3.351
C -2.429 1.246 -3.330
C -0.911 1.700 -2.909
C 0.155 0.696 -2.156
C 1.631 1.334 -1.782
C 2.866 0.770 -2.708
C 1.874 1.191 -0.159
O 1.509 -3.175 1.163
C 1.497 -4.043 2.351
C 2.489 -3.414 3.495
C 1.690 -2.481 4.626
O 1.728 -2.893 5.912
I 0.578 -0.647 4.182
C 0.082 -4.427 3.085
C -1.412 -3.891 2.671
C -2.773 -4.345 3.464
C -2.658 -5.419 4.734
C -1.172 -6.004 5.213
C 0.164 -5.507 4.359
H 5.992 -6.385 2.230
H 1.293 -6.428 1.942
H 3.698 -4.815 -0.690
H 2.713 -4.082 -2.121
H 4.854 -2.717 -1.633
H 3.299 -1.671 -1.429
H 5.526 -1.574 0.465
H 4.520 -3.082 1.242
H 3.733 -1.339 0.995
H 0.159 -3.624 -2.004
H -0.647 -3.240 -0.341
H -2.192 -2.428 -1.957
H -4.876 -1.351 -2.443
H -4.464 -1.302 -4.372
H -5.132 0.247 -3.410
H -3.111 2.044 -3.846
H -0.581 2.803 -3.143
H 1.573 2.507 -1.996
H 2.525 -0.117 -3.425
H 3.349 1.662 -3.313
H 3.711 0.413 -1.944
H 0.796 1.291 0.339
H 2.536 2.057 0.299
H 2.289 0.131 0.141
H 3.291 -2.712 3.012
H 3.050 -4.256 4.087
H -1.510 -3.143 1.757
H -3.844 -3.916 3.159
H -3.626 -5.772 5.300
H -1.084 -6.749 6.135
H 1.239 -5.912 4.678
C -3.195 3.861 4.527
C -2.625 2.600 5.172
C -1.992 2.847 6.559
O -0.701 3.464 6.517
C -0.731 4.873 6.352
N -1.667 1.980 4.243
H -2.419 4.510 4.111
H -3.864 3.597 3.700
H -3.776 4.443 5.250
H -3.462 1.905 5.313
H -1.835 1.873 7.037
H -2.667 3.407 7.218
H -1.586 5.331 6.857
H -0.732 5.124 5.290
H 0.186 5.284 6.784
H -1.363 1.089 4.636
H -0.818 2.553 4.258
C -2.543 4.945 -6.300
C -1.250 5.568 -5.777
C -0.351 6.150 -6.890
O 0.372 5.167 -7.639
C -0.383 4.543 -8.667
N -0.533 4.570 -4.969
H -2.385 3.963 -6.753
H -3.256 4.804 -5.480
H -3.017 5.593 -7.044
H -1.537 6.398 -5.120
H 0.413 6.775 -6.413
H -0.914 6.811 -7.560
H -1.098 5.229 -9.130
H -0.895 3.664 -8.271
H 0.313 4.198 -9.436
H 0.279 5.018 -4.543
H -0.120 3.893 -5.619
*
```

Taking the records one at a time from the top gives frontier orbital gap values of 8.620 7.274 eV.